No. 1
DFT (ωB97M-V with the def2-TZVPD basis set) results for a cluster of 2 separate species, C34H25N7O6 in total.

ORCA input file:
```
! wB97M-V def2-TZVPD RIJCOSX def2/J DEFGRID3
* xyz 0 1
C -3.34 -3.91 0.22
O -2.34 -3.07 0.81
C -1.00 -3.27 0.76
C -0.27 -2.81 1.86
N 1.06 -2.91 2.09
C 2.07 -3.72 1.53
C 3.23 -3.07 1.10
C 4.23 -3.83 0.48
C 4.09 -5.22 0.37
C 2.96 -5.86 0.90
C 1.96 -5.12 1.51
N 1.45 -2.06 3.11
C 0.35 -1.53 3.57
C 0.30 -0.70 4.77
C -0.69 -0.86 5.77
C -0.66 -0.07 6.92
C 0.40 0.83 7.12
C 1.42 0.95 6.17
C 1.37 0.19 5.00
N -0.76 -1.94 2.82
C -2.11 -1.73 3.18
C -2.89 -2.81 3.59
C -4.22 -2.58 3.96
C -4.74 -1.29 3.92
C -3.94 -0.21 3.53
C -2.61 -0.44 3.16
C -0.39 -4.21 -0.22
C 0.62 -3.81 -1.11
C 1.11 -4.70 -2.08
C 0.66 -6.02 -2.09
C -0.29 -6.45 -1.16
C -0.80 -5.55 -0.22
H -4.28 -3.43 0.46
H -3.21 -3.94 -0.87
H -3.31 -4.91 0.67
H 3.31 -1.99 1.22
H 5.12 -3.32 0.10
H 4.87 -5.81 -0.12
H 2.88 -6.95 0.84
H 1.09 -5.58 1.96
H -1.48 -1.60 5.63
H -1.46 -0.16 7.65
H 0.42 1.43 8.03
H 2.25 1.63 6.34
H 2.14 0.29 4.23
H -2.45 -3.81 3.63
H -4.84 -3.42 4.27
H -5.78 -1.12 4.20
H -4.33 0.81 3.50
H -1.95 0.38 2.86
H 1.02 -2.79 -1.04
H 1.86 -4.35 -2.79
H 1.07 -6.73 -2.81
H -0.63 -7.49 -1.13
H -1.50 -5.88 0.55
O -3.98 -0.74 -2.54
N -2.92 -1.21 -2.08
O -2.54 -2.38 -2.33
C -2.09 -0.38 -1.23
C -2.29 1.01 -1.24
C -1.40 1.86 -0.60
N -1.54 3.30 -0.74
O -0.76 4.07 -0.17
O -2.49 3.70 -1.47
C -0.25 1.28 0.10
N 0.87 1.87 0.57
O 1.70 0.81 0.90
N 1.13 -0.44 0.63
C -0.09 -0.13 0.09
C -1.00 -0.98 -0.57
H -3.12 1.41 -1.82
H -0.64 -1.95 -0.89
*
```

Its total energy is -2144.99762 a.u. As for the SMILES: CO/C(=C1/N(c2ccccc2)N=C(c2ccccc2)N1c1ccccc1)c1ccccc1.O=[N+]([O-])c1cc([N+](=O)[O-])c2nonc2c1.

***

No. 2
DFT (ωB97M-V with the def2-TZVPD basis set) results for a cluster of 3 separate species, C34H53N3O7 in total.

ORCA input file:
```
! wB97M-V def2-TZVPD RIJCOSX def2/J DEFGRID3
* xyz 0 1
C 3.79 -2.60 2.80
C 4.88 -3.61 2.38
C 4.92 -3.91 0.87
C 5.92 -3.07 0.08
C 5.69 -1.56 0.23
C 6.63 -0.88 1.24
C 6.55 0.62 1.11
C 5.33 1.28 1.26
C 5.20 2.66 1.12
C 3.87 3.35 1.25
C 2.90 2.63 2.16
O 2.85 2.93 3.33
C 2.02 1.56 1.63
C 1.59 1.53 0.30
C 0.73 0.55 -0.17
C 0.28 -0.44 0.71
C 0.70 -0.41 2.04
C 1.56 0.57 2.50
C 6.33 3.42 0.81
C 7.54 2.77 0.68
C 7.68 1.40 0.82
C 9.10 1.03 0.60
O 9.64 -0.01 0.79
N 9.79 2.23 0.13
C 8.89 3.33 0.35
O 9.19 4.47 0.30
H 4.22 -1.79 3.37
H 3.04 -3.07 3.43
H 3.26 -2.19 1.94
H 5.86 -3.28 2.71
H 4.65 -4.54 2.88
H 3.93 -3.89 0.43
H 5.26 -4.95 0.78
H 6.94 -3.36 0.30
H 5.75 -3.30 -0.97
H 5.85 -1.05 -0.72
H 4.66 -1.36 0.49
H 6.35 -1.15 2.25
H 7.65 -1.21 1.09
H 4.46 0.67 1.48
H 3.40 3.41 0.26
H 4.02 4.37 1.61
H 1.92 2.30 -0.38
H 0.39 0.54 -1.19
H -0.40 -1.20 0.36
H 0.35 -1.16 2.73
H 1.87 0.57 3.54
H 6.27 4.49 0.69
H 9.79 2.12 -0.89
C -2.58 0.59 -1.07
O -1.90 1.60 -1.81
C -2.27 1.64 -3.18
C -2.97 2.95 -3.49
N -4.27 3.00 -2.85
C -4.93 4.30 -2.91
C -4.29 5.46 -2.16
O -4.31 5.30 -0.75
C -3.21 4.61 -0.20
H -2.17 0.59 -0.06
H -3.65 0.80 -1.01
H -2.43 -0.40 -1.51
H -2.90 0.79 -3.45
H -1.35 1.58 -3.77
H -3.10 3.04 -4.57
H -2.31 3.76 -3.15
H -4.17 2.74 -1.87
H -5.94 4.17 -2.52
H -5.04 4.58 -3.97
H -4.88 6.35 -2.37
H -3.27 5.67 -2.51
H -2.29 4.77 -0.77
H -3.40 3.54 -0.12
H -3.05 4.99 0.81
C -7.70 -3.99 -2.71
O -8.14 -3.73 -1.39
C -7.88 -4.78 -0.47
C -6.91 -4.32 0.59
N -5.58 -4.13 0.02
C -4.62 -3.50 0.93
C -4.89 -2.05 1.34
O -4.78 -1.12 0.28
C -5.97 -0.91 -0.46
H -8.02 -3.16 -3.34
H -6.61 -4.06 -2.76
H -8.14 -4.91 -3.10
H -7.51 -5.67 -0.98
H -8.83 -5.03 0.01
H -6.85 -5.08 1.38
H -7.30 -3.40 1.04
H -5.66 -3.56 -0.81
H -3.65 -3.53 0.44
H -4.54 -4.11 1.83
H -4.11 -1.77 2.06
H -5.84 -1.93 1.86
H -6.86 -1.02 0.16
H -6.04 -1.58 -1.32
H -5.94 0.11 -0.85
*
```

Its total energy is -2018.20635 a.u. As for the SMILES: CCCCCCc1cc(CC(=O)c2ccccc2)cc2c1C(=O)NC2=O.COCCNCCOC.COCCNCCOC.

***

No. 3
DFT (ωB97M-V with the def2-TZVPD basis set) results for the molecule C3H8N2O2.

ORCA input file:
```
! wB97M-V def2-TZVPD RIJCOSX def2/J DEFGRID3
* xyz 0 1
C 0.38 1.44 -0.07
C -0.31 0.25 0.48
O 0.70 -1.01 -0.05
N 2.03 -0.84 0.08
C -1.69 -0.14 0.00
N -1.67 -1.26 -0.70
O -2.55 0.64 0.33
H -0.26 2.17 -0.26
H 1.22 1.90 0.54
H 0.77 1.31 -1.12
H -0.19 0.03 1.63
H 2.20 -1.05 1.07
H 2.46 0.05 -0.16
H -0.78 -1.53 -1.11
H -2.31 -1.98 -0.67
*
```

As for the energy above the lowest of the compared OMol25 structures with the same formula, charge and spin: 398.95 kJ/mol. Its total energy is -378.98905 a.u. As for the SMILES: C[C@H](ON)C(N)=O.

***

No. 4
DFT (ωB97M-V with the def2-TZVPD basis set) results for a structure of composition C26H19B4F3HgNO36S.

ORCA input file:
```
! wB97M-V def2-TZVPD RIJCOSX def2/J DEFGRID3
* xyz -3 1
Hg -1.13 -0.97 0.07
O -3.68 2.96 -1.82
C -2.51 3.33 -1.53
O -1.90 4.47 -1.89
B -0.42 4.29 -1.72
O -0.20 2.92 -1.08
C -1.35 2.38 -0.99
O -1.59 1.23 -0.67
O 0.28 5.37 -0.94
C 1.29 5.82 -1.64
O 2.10 6.59 -1.33
C 1.16 5.20 -3.07
O 0.17 4.37 -3.10
O 1.94 5.29 -3.97
O 3.24 5.25 1.21
C 2.30 4.59 1.72
O 2.17 3.26 1.93
B 0.94 2.91 2.72
O 0.34 4.24 2.95
C 1.08 5.20 2.39
O 0.80 6.38 2.27
O -0.01 2.04 1.98
C -0.20 0.91 2.60
O -0.86 -0.04 2.19
C 0.67 0.96 4.00
O 1.25 2.15 3.95
O 0.68 0.05 4.80
O 1.03 -0.18 -0.53
C 2.13 0.11 -0.99
O 2.37 1.35 -1.43
B 3.83 1.61 -1.69
O 4.48 0.31 -1.37
C 3.57 -0.53 -0.96
O 3.79 -1.71 -0.65
O 4.33 2.75 -0.83
C 4.56 3.73 -1.65
O 4.64 4.90 -1.33
C 4.56 3.29 -3.08
O 4.25 2.06 -3.06
O 4.71 4.06 -4.08
O -3.11 0.81 -3.82
C -1.89 0.60 -4.00
O -1.20 1.30 -4.80
B 0.17 0.74 -4.99
O 0.29 -0.29 -3.90
C -0.96 -0.38 -3.34
O -1.20 -1.13 -2.38
O 1.17 1.80 -4.73
C 1.77 2.13 -5.87
O 2.59 3.03 -6.07
C 1.33 1.10 -6.91
O 0.38 0.33 -6.38
O 1.94 1.00 -7.95
C -5.94 -1.11 0.91
F -6.99 -0.43 1.31
F -5.36 -1.78 1.86
F -6.22 -1.97 -0.14
S -4.51 0.08 0.33
O -5.01 0.80 -0.93
O -4.22 1.01 1.43
O -3.28 -0.82 0.05
C 1.54 -2.61 1.14
C 0.74 -3.63 1.94
C 0.85 -3.33 3.44
C -0.22 -3.98 4.32
C -1.62 -3.72 3.80
C -1.86 -4.12 2.32
N -0.74 -3.50 1.51
O -0.93 -3.45 0.16
C -1.87 -5.69 2.31
C -3.26 -3.52 2.01
C 1.39 -5.02 1.74
H 0.88 -1.75 1.17
H 1.65 -2.90 0.09
H 2.49 -2.15 1.42
H 1.81 -3.71 3.80
H 0.95 -2.28 3.72
H -0.20 -3.67 5.36
H 0.23 -4.97 4.46
H -1.74 -2.65 4.00
H -2.28 -4.19 4.53
H -2.03 -6.02 1.28
H -0.97 -6.17 2.68
H -2.67 -6.10 2.93
H -3.37 -2.52 2.44
H -3.39 -3.50 0.93
H -4.03 -4.00 2.61
H 0.97 -5.73 1.03
H 1.53 -5.56 2.67
H 2.38 -4.93 1.28
H -0.78 -4.35 -0.15
*
```

As for the energy above the lowest of the compared OMol25 structures with the same formula, charge and spin: 249.70 kJ/mol. Its total energy is -4717.00306 a.u.